# C36H48Cl2N2O10S2

A cluster of 2 separate species, C36H48Cl2N2O10S2 in total (ωB97M-V/def2-TZVPD, OMol25).

The geometry in XYZ format:
```
100
Properties=species:S:1:pos:R:3
H -6.30 1.94 -2.09
C -6.98 1.10 -1.75
C -1.48 -1.78 -2.91
C -4.97 -1.00 -1.66
H -1.22 2.96 -2.02
H -4.60 -0.11 -2.24
H -1.37 5.04 -3.73
C 4.07 -4.37 5.78
H -3.12 -1.62 -0.71
C -2.36 -0.25 -5.90
H 0.68 5.28 -5.10
C 0.67 -0.85 1.91
C -3.05 4.69 -2.36
S -2.43 1.48 -5.35
O -3.68 2.07 -5.86
C 4.26 -6.18 10.60
C 0.32 2.35 1.41
C -3.74 -2.00 -1.55
C -1.35 2.87 -3.11
H 2.85 -4.51 4.01
C 0.40 3.62 0.48
H -1.50 -0.83 -5.53
H -0.42 2.84 -3.70
H -3.35 -0.75 -5.74
C 5.08 -5.36 9.84
H 3.47 4.65 -5.46
H -3.16 -3.07 -3.36
O 2.86 2.47 -3.57
C 2.75 -6.41 8.73
N -5.42 -0.51 -0.33
H -0.46 2.46 2.19
H -1.07 -2.41 -2.07
C 5.98 -2.90 5.62
H -3.59 -1.36 -3.64
O 1.12 0.98 -2.96
H 6.22 -1.88 3.75
C -2.09 4.22 -3.56
H 1.32 3.96 -3.33
N -0.21 -0.04 1.66
C 0.18 0.04 -3.52
H 6.85 -2.44 6.07
C -6.45 0.50 -0.42
H 1.84 -6.82 8.31
H 0.47 -0.65 -1.13
O -2.25 0.54 -2.72
O 6.62 -3.67 8.23
C 3.22 -5.30 6.56
C 4.74 -5.05 8.53
C 5.60 -4.14 7.74
H -7.09 0.34 -2.57
H 2.44 -7.33 10.64
H 1.33 1.91 -4.85
H 0.01 0.35 -4.58
C 0.32 4.90 1.42
C 3.09 -6.70 10.05
H 2.58 0.63 -4.38
C 1.95 1.49 -4.01
C 5.21 -3.80 6.36
H -4.61 -0.03 0.09
C -1.07 -0.24 -2.64
H -4.13 4.64 -2.66
H 2.05 3.57 -5.93
H -0.01 5.75 0.77
H -4.18 -2.98 -1.26
O 2.24 -5.81 6.05
C 3.73 -4.06 4.47
H -2.86 5.75 -2.07
H 5.99 -4.96 10.28
C 2.43 4.34 -5.21
C 3.58 -5.59 7.97
Cl 1.91 2.28 2.34
C 4.50 -3.17 3.74
O -0.60 1.03 -0.50
H 1.28 0.76 0.29
H 4.52 -6.42 11.62
C 5.62 -2.58 4.32
O -6.94 0.92 0.62
H 0.76 -0.93 -3.57
H -0.50 4.72 2.16
C -0.59 -0.26 -1.12
H 1.29 5.13 1.90
H -1.17 -0.99 -0.51
H -2.94 4.05 -1.45
C -2.33 1.70 -3.49
C 2.35 3.80 -3.73
H -0.98 -2.18 -3.83
C 0.24 0.99 0.64
Cl 2.01 3.66 -0.33
C -3.02 -2.03 -2.95
S 1.87 -1.70 2.59
H -5.81 -1.42 -2.27
H 4.23 -2.93 2.72
H -2.25 -0.20 -7.02
O -1.30 2.19 -6.01
H -7.99 1.56 -1.63
H -0.47 3.70 -0.21
O 1.60 5.50 -5.34
H -2.77 4.06 -4.43
H -3.34 2.14 -3.27
H 3.02 4.46 -3.13
```

- charge = 0
- calculated total energy (hartree) = -3979.0950
- HOMO level (eV) = -9.787

---

# C3H9BO

An isolated molecule of C3H9BO (ωB97M-V/def2-TZVPD, OMol25).

The geometry in XYZ format:
```
14
Properties=species:S:1:pos:R:3
H 0.33 -2.10 -0.35
C 1.60 -0.53 0.35
C 0.34 -1.09 -0.55
H 0.76 -0.83 -1.50
H -0.42 1.70 0.75
B -1.01 -0.27 -0.20
H 2.49 -0.49 -0.19
C -1.16 1.31 -0.06
H -2.05 1.73 0.31
O -1.95 -1.18 0.22
H 1.39 0.39 0.80
H -1.02 1.85 -0.87
H -2.88 -0.90 0.23
H 1.69 -1.14 1.16
```

- charge = 0
- calculated total energy (hartree) = -219.8023
- ΔE to the lowest compared entry with this formula, charge and spin (kcal per mole) = 12.5
- HOMO level (eV) = -10.455

---

Which value of HOMO level does entry 2 give?
-10.455 eV